# C51H102O24

14 unconnected molecules or ions with the total composition C51H102O24 in a non-equilibrium geometry (ωB97M-V/def2-TZVPD, OMol25).

Geometry as XYZ:
```
177
Properties=species:S:1:pos:R:3:mulliken_charge:R:1
C 5.1991 0.1176 -0.7267 1.167
C 6.4673 0.9767 -0.8513 -0.265
C 6.7564 1.0161 -2.3553 -0.389
O 5.5596 0.6356 -3.0012 -0.394
C 4.9129 -0.3072 -2.1685 0.177
H 4.3534 0.6691 -0.3116 -0.996
H 5.3577 -0.7035 -0.0247 0.379
H 7.2867 0.4699 -0.3355 0.316
H 6.3695 1.9574 -0.3877 -0.217
H 7.5744 0.3306 -2.6176 0.222
H 7.1112 1.9963 -2.6774 0.341
H 5.2857 -1.3236 -2.3816 0.054
H 3.8497 -0.3524 -2.4126 -0.423
C 0.1136 -5.9668 0.1692 -0.124
C -0.2351 -5.2508 1.4701 -0.103
C -1.2520 -4.2487 0.9671 1.491
O -2.0379 -5.0353 0.0631 -0.460
C -1.2712 -6.0926 -0.4778 -0.669
H 0.6974 -6.8749 0.2936 0.513
H 0.7018 -5.2338 -0.3858 -0.225
H 0.6521 -4.7398 1.8556 -0.082
H -0.6269 -5.8826 2.2697 0.286
H -0.7683 -3.4069 0.4496 -0.799
H -1.8802 -3.7640 1.7182 -0.479
H -1.1905 -6.0543 -1.5665 0.335
H -1.7460 -7.0434 -0.2183 0.302
C 2.5612 2.6848 3.5063 -0.852
C 4.0589 2.9073 3.3353 -0.852
C 4.2862 1.9924 2.1428 -0.179
O 3.2087 2.2456 1.2640 0.703
C 2.0433 2.5402 2.0619 0.022
H 2.0304 3.5146 3.9761 0.592
H 2.4380 1.8001 4.1300 0.215
H 4.6081 2.5349 4.2042 0.390
H 4.3463 3.9513 3.2218 0.322
H 4.3496 0.9229 2.3586 0.065
H 5.2681 2.2666 1.7413 0.119
H 1.3497 1.6982 2.0422 -1.051
H 1.5656 3.4721 1.7603 0.870
C -2.6180 1.9778 5.5698 -0.437
C -2.4041 2.3053 4.0980 -0.449
C -0.9137 2.0139 3.9150 0.400
O -0.3751 2.5497 5.1187 -0.445
C -1.2054 2.0524 6.1742 -0.501
H -3.0123 0.9717 5.7277 0.064
H -3.3093 2.6552 6.0704 0.399
H -2.4991 3.3801 3.9409 0.422
H -3.0603 1.7692 3.4134 0.196
H -0.5173 2.4464 3.0000 0.236
H -0.6456 0.9456 3.8967 -0.345
H -1.0776 2.7527 6.9964 0.311
H -0.8195 1.0710 6.4729 0.216
C -8.2644 0.4420 -1.6260 -0.586
C -7.5334 0.8553 -0.3542 -0.628
C -6.5261 -0.3290 -0.1182 1.229
O -6.8760 -1.2959 -1.0745 -0.468
C -7.4029 -0.6516 -2.2157 -0.182
H -8.5673 1.2556 -2.2903 0.381
H -9.2628 0.0441 -1.4037 0.275
H -8.2047 1.0820 0.4700 0.357
H -6.9262 1.7472 -0.5254 0.249
H -6.5568 -0.7153 0.9010 -0.086
H -5.5078 0.0689 -0.1742 -0.891
H -7.8433 -1.4414 -2.8297 0.355
H -6.6432 -0.2644 -2.9163 -0.035
C 1.5505 -3.7387 -4.1675 -0.947
C 1.0079 -4.2939 -2.8559 -0.262
C 0.8839 -2.9994 -1.9865 0.866
O 1.4590 -1.9617 -2.7770 0.044
C 2.3498 -2.5311 -3.7520 -0.511
H 0.7512 -3.4597 -4.8592 0.279
H 2.1225 -4.4849 -4.7302 0.490
H 1.7890 -4.8940 -2.3828 0.449
H 0.1149 -4.8878 -3.0153 0.005
H 1.3255 -3.0629 -0.9905 -0.896
H -0.1584 -2.6863 -1.8850 -0.031
H 3.2760 -2.7925 -3.2192 0.254
H 2.5876 -1.7662 -4.4866 0.388
C 2.1576 -2.6604 2.5710 1.897
C 3.1082 -3.2234 3.6423 -0.825
C 4.1178 -2.1001 3.8318 -0.669
O 3.3222 -0.9219 3.7336 -0.426
C 2.3777 -1.1436 2.6818 0.509
H 1.1435 -2.8461 2.9212 -1.463
H 2.2952 -3.0447 1.5642 0.175
H 3.6586 -4.1434 3.4380 0.452
H 2.5759 -3.3329 4.5874 0.230
H 4.9717 -2.1255 3.1410 0.188
H 4.5705 -2.0250 4.8228 0.430
H 2.9252 -0.7611 1.8081 -0.456
H 1.4626 -0.5738 2.8231 -0.210
C -2.8278 3.1946 -3.9098 1.177
C -3.1549 2.9557 -2.4318 -0.076
C -4.4207 2.0961 -2.5180 0.389
O -4.3481 1.3765 -3.7342 -0.462
C -3.7574 2.2369 -4.6943 -0.843
H -1.7971 2.9383 -4.1533 -1.359
H -3.0460 4.2203 -4.2020 0.568
H -3.3223 3.9025 -1.9226 0.497
H -2.3721 2.3900 -1.9296 -0.330
H -5.3580 2.6613 -2.4164 0.232
H -4.4626 1.3519 -1.7187 -0.483
H -4.5328 2.8537 -5.1686 0.322
H -3.2328 1.7431 -5.5089 0.307
C -0.6903 -3.7134 5.0037 -0.537
C -1.0008 -2.2811 4.5763 0.604
C -2.2989 -2.0571 5.3837 -0.278
O -2.9803 -3.3091 5.3776 -0.435
C -2.0696 -4.3306 5.0143 -0.420
H -0.2080 -3.7329 5.9913 0.380
H 0.0673 -4.2884 4.4611 0.205
H -1.3140 -2.2243 3.5312 -0.571
H -0.2152 -1.5766 4.8454 0.457
H -2.8840 -1.2895 4.8771 -0.050
H -2.0614 -1.7657 6.4127 0.294
H -2.3097 -4.6929 4.0021 0.010
H -2.1288 -5.2342 5.6278 0.389
C -0.6767 -0.2771 -4.2135 0.269
O -0.6308 -0.3704 -5.6206 -0.444
C -0.5110 0.7087 -6.3909 0.798
O -0.5289 1.8598 -6.0543 -0.499
O -0.3694 0.2681 -7.6543 -0.385
C -0.0578 1.2357 -8.6544 -0.721
H 0.2128 0.1616 -3.7552 -0.136
H -0.6897 -1.2848 -3.8147 0.115
H -1.5264 0.2909 -3.8280 -0.034
H 0.4575 2.1259 -8.3004 0.319
H -1.0234 1.5678 -9.0579 0.291
H 0.4844 0.7920 -9.4837 0.261
C -2.7467 -0.1694 0.9684 -0.158
O -1.8144 0.6070 0.1986 -0.276
C -0.5965 0.1610 -0.0666 0.596
O -0.0761 -0.8519 0.3025 -0.147
O -0.0124 1.1689 -0.6816 -0.381
C 1.3776 1.0940 -1.0329 0.248
H -2.5066 0.0663 2.0096 -0.212
H -2.6775 -1.2436 0.8238 0.372
H -3.7489 0.1945 0.7818 0.044
H 1.8633 0.3184 -0.4384 -0.117
H 1.7257 2.0863 -0.7880 0.107
H 1.6155 0.7811 -2.0485 -0.367
C -7.8129 -2.6632 4.2134 -0.716
O -6.5988 -2.0035 3.8580 -0.366
C -5.7983 -2.4361 2.9239 0.756
O -4.7671 -1.9190 2.6108 -0.196
O -6.2768 -3.5260 2.3394 -0.468
C -5.5394 -4.0994 1.2937 -0.299
H -8.5059 -2.4021 3.4157 0.294
H -8.1640 -2.3517 5.1904 0.240
H -7.6848 -3.7429 4.2735 0.314
H -5.9506 -5.0787 1.0509 0.313
H -4.5053 -4.3095 1.5428 0.027
H -5.5461 -3.4933 0.3871 0.140
C 0.5632 3.6208 -3.8351 -0.036
O 1.6625 4.3576 -4.3566 -0.432
C 2.8331 3.9520 -3.9036 0.533
O 3.0091 3.0684 -3.1291 -0.198
O 3.7938 4.5659 -4.5655 -0.459
C 5.1006 4.0444 -4.3900 -0.340
H -0.3209 3.9793 -4.3533 0.428
H 0.4261 3.7434 -2.7556 0.186
H 0.6222 2.5457 -3.9898 -0.107
H 5.2865 3.1626 -5.0097 0.291
H 5.3558 3.8834 -3.3481 -0.019
H 5.8086 4.7595 -4.8154 0.273
C 3.8931 4.8081 -0.2733 0.003
O 5.0882 4.8452 0.5118 -0.264
C 6.2074 5.1311 -0.1368 0.920
O 6.3301 5.0488 -1.3167 -0.527
O 7.1160 5.4770 0.7462 -0.355
C 8.3355 5.9820 0.2149 -0.698
H 3.5537 5.7910 -0.6066 0.459
H 3.1087 4.3982 0.3508 -0.518
H 4.0719 4.1182 -1.0972 0.146
H 9.1038 6.1129 0.9682 0.241
H 8.1450 6.9539 -0.2434 0.300
H 8.7103 5.3123 -0.5589 0.288
```

Computed properties:
Spin multiplicity = 1
LUMO energy = 0.02502 hartree
Energy above the lowest of the compared OMol25 structures with the same formula, charge and spin = 57.8 kJ/mol